The following is a quantum chemistry calculation of a structure of composition C20H32N6O2Y, from the Open Molecules 2025 dataset.

```
! wB97M-V def2-TZVPD RIJCOSX def2/J DEFGRID3
* xyz 3 1
Y 0.2163 -0.5288 -0.3155
C -4.2024 -0.9519 -1.6083
C -2.7763 -0.5760 -1.3869
N -1.9173 -1.3209 -0.7934
C -2.2088 -2.6742 -0.2883
C -1.2737 -3.0703 0.8578
N 0.1815 -2.7549 0.6571
C 1.0115 -3.7332 -0.1160
C 1.1343 -3.4103 -1.5962
N 1.4512 -1.9809 -1.8526
C 2.8281 -1.5158 -1.5258
C 2.9972 -0.0077 -1.8646
N 1.6847 0.6451 -1.7280
C 1.2958 1.6757 -2.3729
C 2.1554 2.5913 -3.1742
C -0.2182 1.8573 -2.3989
C -0.8821 2.8157 -3.1464
C -2.2628 2.7064 -3.2779
C -2.9447 1.6362 -2.7079
C -2.2185 0.7180 -1.9659
N -0.8992 0.8649 -1.8146
H -4.2564 -1.7136 -2.3917
H -4.8198 -0.1126 -1.9101
H -4.6330 -1.3777 -0.7024
H -2.1171 -3.3669 -1.1295
H -3.2332 -2.7643 0.0755
H -1.4050 -4.1375 1.0484
H -1.5736 -2.5378 1.7610
H 0.5743 -2.7462 1.5941
H 0.6088 -4.7420 -0.0024
H 1.9965 -3.7416 0.3518
H 0.1905 -3.6050 -2.1083
H 1.8740 -4.0803 -2.0420
H 1.2814 -1.8023 -2.8385
H 3.5771 -2.0781 -2.0863
H 3.0137 -1.7044 -0.4635
H 3.3552 0.1126 -2.8876
H 3.7398 0.4368 -1.2010
H 3.2041 2.4887 -2.9087
H 1.8585 3.6288 -3.0203
H 2.0366 2.3773 -4.2407
H -0.3482 3.6170 -3.6372
H -2.8065 3.4387 -3.8605
H -4.0076 1.5294 -2.8632
O -0.8952 0.5858 1.4237
C 0.1662 1.0297 1.9331
O 1.3110 0.7451 1.4715
C 0.0491 1.8878 3.1761
N 1.4104 2.4149 3.5885
C 1.5495 2.2456 5.1150
C 0.1392 1.9163 5.5692
C -0.4381 1.1163 4.4074
H -0.5886 2.7482 2.9784
H 1.5265 3.3902 3.3183
H 2.1238 1.8830 3.0806
H 1.9728 3.1638 5.5110
H 2.2535 1.4304 5.2630
H -0.4353 2.8291 5.7340
H 0.1479 1.3595 6.5036
H -1.5229 1.0484 4.4121
H -0.0318 0.1013 4.3971
*
```

Results
gap between HOMO and LUMO = 9.16 eV
strongest force on any atom = 0.99 eV/Å